--- one ---
Computed, not measured: the ion C9H14N with charge +1, with ωB97M-V/def2-TZVPD.

## Properties
Kohn-Sham gap (alpha / beta) = 7.36 / 8.42 eV
LUMO energy (alpha / beta) = -5.41 / -5.30 eV
net charge = +1
SMILES string = CC#CC1=C[N@@H+]1CCCC

XYZ file:
```
24
C9H14N, DFT ωB97M-V/def2-TZVPD
C -4.25 -1.76 -0.14
C -3.46 -0.58 -0.04
C -2.57 0.26 0.04
C -1.75 1.26 0.30
C -1.21 2.73 -0.22
N -0.36 1.70 0.60
C 0.85 1.01 -0.11
C 1.37 -0.24 0.72
C 2.23 -1.04 -0.26
C 3.66 -0.48 -0.47
H -3.77 -2.59 0.52
H -5.38 -1.54 0.17
H -4.21 -2.13 -1.24
H -1.46 3.82 0.04
H -0.24 1.84 1.65
H 1.63 1.86 -0.17
H 0.45 0.79 -1.14
H 0.54 -0.74 1.27
H 1.99 0.04 1.50
H 1.76 -1.22 -1.15
H 2.24 -2.15 0.10
H 3.74 -0.17 -1.49
H 4.38 -1.18 -0.41
H 3.81 0.51 -0.05
```

natural (NBO) population analysis, charges in e, atoms 1 to 2: number 1, C, carries -0.753; number 2, C, carries 0.306

---

--- two ---
Computed, not measured: the ion C9H14N with charge +1, with ωB97M-V/def2-TZVPD.

## Properties
Kohn-Sham gap (alpha / beta) = 8.20 / 8.20 eV
LUMO energy (alpha / beta) = -5.08 / -5.08 eV
net charge = +1

XYZ file:
```
24
C9H14N, DFT ωB97M-V/def2-TZVPD
C 2.60 0.41 0.79
C 1.84 0.95 -0.46
C 1.74 -0.56 0.20
C 3.36 0.88 1.77
C 0.80 1.83 -0.31
C 0.40 -0.90 0.74
C -1.83 -0.49 -0.57
C -2.58 0.50 -1.32
C -2.57 -1.78 -0.30
N -0.67 -0.25 -0.15
H 2.37 0.93 -1.41
H 2.13 -1.38 -0.40
H 3.51 0.13 2.44
H 3.84 1.84 1.96
H 0.35 2.02 0.66
H 0.43 2.48 -1.16
H 0.27 -2.01 0.72
H 0.24 -0.25 1.68
H -3.67 0.86 -1.05
H -2.53 -0.04 -2.29
H -1.95 1.34 -1.34
H -3.51 -2.10 -0.76
H -2.78 -1.69 0.79
H -1.78 -2.71 -0.21
```

natural (NBO) population analysis, charges in e, atoms 1 to 2: number 1, C, carries 0.043; number 2, C, carries -0.369

---

Winner for stability: two

---

--- one ---
Computed, not measured: a cluster of 2 separate species, C4H13NP in total, with ωB97M-V/def2-TZVPD.

## Properties
Kohn-Sham gap = 7.43 eV
LUMO energy = -5.93 eV
net charge = +1

XYZ file:
```
19
C4H13NP, DFT ωB97M-V/def2-TZVPD
C 1.68 -0.63 -1.27
C 0.65 0.81 1.84
C -1.54 0.94 0.85
C 0.84 0.55 -1.08
N -0.37 0.11 1.06
P -0.69 -1.55 1.45
H 1.17 -1.56 -1.43
H 2.22 -0.39 -2.20
H 2.40 -0.78 -0.42
H 1.55 0.40 1.70
H 0.67 1.82 1.40
H 0.30 1.00 2.90
H -2.32 0.60 0.26
H -2.01 1.18 1.89
H -1.15 1.93 0.63
H -0.09 0.41 -1.61
H 1.25 1.51 -0.78
H -0.70 -2.06 0.22
H 0.73 -2.02 1.24
```

natural (NBO) population analysis, charges in e, atoms 1 to 2: number 1, C, carries -0.736; number 2, C, carries -0.414

---

--- two ---
Computed, not measured: the ion C4H13NP with charge +1, with ωB97M-V/def2-TZVPD.

## Properties
Kohn-Sham gap = 10.58 eV
LUMO energy = -3.29 eV
net charge = +1
SMILES string = CC[NH2+][C@@H](C)P

XYZ file:
```
19
C4H13NP, DFT ωB97M-V/def2-TZVPD
C -2.19 0.58 -1.14
C -0.65 0.71 -1.33
N 0.08 -0.40 -0.69
C 0.59 0.04 0.69
C 0.70 -1.19 1.54
P 2.23 0.84 0.39
H -2.66 1.47 -1.39
H -2.69 -0.16 -1.67
H -2.34 0.47 -0.05
H -0.31 1.68 -0.67
H -0.36 0.90 -2.32
H 0.84 -0.85 -1.31
H -0.65 -1.12 -0.56
H -0.16 0.95 1.28
H -0.23 -1.57 1.97
H 1.48 -1.08 2.36
H 1.11 -1.96 0.92
H 2.53 -0.48 0.19
H 2.66 1.16 1.77
```

natural (NBO) population analysis, charges in e, atoms 1 to 2: number 1, C, carries -0.629; number 2, C, carries -0.222

---

Winner for stability: two

---

--- one ---
Computed, not measured: an isolated molecule of C18H30N2O3S, with ωB97M-V/def2-TZVPD.

## Properties
Kohn-Sham gap = 6.44 eV
LUMO energy = -0.53 eV
net charge = 0
SMILES string = CCCCCCCCCCS(=O)(=O)N/N=C/c1ccccc1OC

XYZ file:
```
54
C18H30N2O3S, DFT ωB97M-V/def2-TZVPD
C 5.75 5.65 1.89
C 4.90 5.57 0.44
C 4.13 4.45 0.25
C 4.92 3.39 -0.04
C 4.28 2.01 -0.13
C 3.55 1.98 -1.32
C 2.67 0.64 -1.79
C 1.89 0.60 -3.05
C 1.19 -0.73 -3.28
C -0.10 -0.79 -2.08
S 0.80 -1.74 -0.46
O 0.59 -0.75 0.66
O 1.97 -2.40 -0.78
N -0.47 -3.14 -0.42
N -1.52 -3.02 0.33
C -2.19 -1.77 0.32
C -3.32 -1.85 1.06
C -4.08 -3.02 1.48
C -5.26 -2.92 2.18
C -6.06 -1.66 1.87
C -5.50 -0.53 1.67
C -4.26 -0.40 1.19
O -3.51 0.41 0.47
C -4.02 1.84 0.81
H 6.38 4.86 1.85
H 6.10 6.56 1.87
H 5.03 5.54 2.77
H 5.70 5.81 -0.40
H 4.31 6.55 0.41
H 3.52 4.57 -0.74
H 3.72 4.25 1.11
H 5.59 3.41 -0.79
H 5.58 3.09 0.96
H 3.64 1.85 0.52
H 4.76 1.05 -0.15
H 2.83 2.80 -1.50
H 4.14 2.15 -2.27
H 3.35 -0.29 -1.48
H 2.27 0.39 -0.66
H 2.48 0.71 -3.79
H 1.30 1.27 -3.05
H 0.67 -0.79 -4.13
H 1.98 -1.67 -3.08
H -0.71 -1.74 -2.43
H -0.47 0.04 -1.86
H 0.16 -4.04 0.01
H -1.83 -0.84 -0.02
H -3.56 -4.04 1.34
H -5.87 -3.68 2.48
H -7.05 -1.44 2.67
H -5.96 0.41 1.77
H -5.08 1.87 0.25
H -3.38 2.44 0.17
H -4.30 2.16 1.66
```

natural (NBO) population analysis, charges in e, atoms 1 to 2: number 1, C, carries -0.581; number 2, C, carries -0.337

---

--- two ---
Computed, not measured: an isolated molecule of C18H30N2O3S, with ωB97M-V/def2-TZVPD.

## Properties
Kohn-Sham gap = 8.80 eV
LUMO energy = 0.54 eV
net charge = 0
SMILES string = CCCCCCCCCCS(=O)(=O)N/N=C/c1ccccc1OC

XYZ file:
```
54
C18H30N2O3S, DFT ωB97M-V/def2-TZVPD
C 3.04 4.47 1.75
C 3.91 3.27 1.40
C 3.16 2.24 0.57
C 4.02 1.03 0.22
C 3.23 -0.02 -0.55
C 4.08 -1.25 -0.85
C 3.35 -2.33 -1.65
C 2.17 -2.96 -0.89
C 0.81 -2.39 -1.30
C -0.28 -2.84 -0.35
S -0.06 -1.99 1.24
O 0.17 -0.60 1.02
O 0.86 -2.71 2.07
N -1.55 -2.25 2.00
N -2.74 -1.66 1.77
C -2.89 -0.83 0.81
C -4.20 -0.24 0.57
C -5.27 -0.47 1.43
C -6.50 0.10 1.20
C -6.68 0.91 0.09
C -5.64 1.15 -0.78
C -4.39 0.58 -0.56
O -3.32 0.74 -1.38
C -3.43 1.60 -2.49
H 2.17 4.15 2.31
H 3.60 5.19 2.35
H 2.70 4.97 0.85
H 4.27 2.80 2.32
H 4.79 3.61 0.85
H 2.80 2.71 -0.35
H 2.28 1.90 1.12
H 4.88 1.36 -0.38
H 4.41 0.59 1.14
H 2.87 0.41 -1.49
H 2.37 -0.30 0.05
H 4.96 -0.94 -1.42
H 4.43 -1.69 0.09
H 2.99 -1.91 -2.59
H 4.07 -3.11 -1.90
H 2.31 -2.81 0.18
H 2.16 -4.04 -1.06
H 0.84 -1.30 -1.28
H 0.57 -2.71 -2.32
H -0.24 -3.91 -0.13
H -1.27 -2.57 -0.70
H -1.52 -2.79 2.84
H -2.09 -0.51 0.16
H -5.10 -1.10 2.29
H -7.33 -0.09 1.87
H -7.65 1.36 -0.10
H -5.81 1.78 -1.64
H -3.69 2.62 -2.19
H -4.18 1.23 -3.21
H -2.45 1.60 -2.97
```

natural (NBO) population analysis, charges in e, atoms 1 to 2: number 1, C, carries -0.599; number 2, C, carries -0.387

---

Winner for stability: two